1.
DFT (ωB97M-V/def2-TZVPD) results for a molecular structure, C50H46N8O4P2S2Ti.

Element x y z (Å)
Ti -0.463 -1.338 0.425
O -0.203 -4.416 -2.218
C -0.523 -3.520 -1.491
N 0.313 -2.753 -0.675
C 1.576 -3.261 -0.382
O 2.179 -4.111 -0.973
C 2.145 -2.651 0.871
C 3.357 -3.131 1.337
C 3.842 -2.659 2.543
C 3.070 -1.753 3.253
C 1.873 -1.321 2.714
N 1.412 -1.733 1.523
C -1.960 -3.118 -1.318
C -2.964 -3.925 -1.816
C -4.276 -3.618 -1.494
C -4.524 -2.521 -0.680
C -3.463 -1.747 -0.251
N -2.196 -2.027 -0.576
H 3.879 -3.864 0.739
H 4.793 -3.002 2.928
H 3.385 -1.380 4.217
H 1.276 -0.620 3.268
H -2.690 -4.779 -2.421
H -5.088 -4.230 -1.860
H -5.529 -2.268 -0.375
H -3.634 -0.877 0.369
C 2.124 3.406 -5.857
S 0.524 2.796 -6.445
C -0.225 2.318 -4.862
C 0.325 0.998 -4.329
C -0.536 0.389 -3.218
N -0.244 0.990 -1.874
P 1.076 0.224 -1.008
C 2.000 1.676 -0.419
C 2.837 1.567 0.688
C 3.641 2.636 1.058
C 3.619 3.809 0.316
C 2.791 3.918 -0.793
C 1.984 2.854 -1.163
C 2.243 -0.434 -2.267
C 3.472 0.202 -2.472
C 4.391 -0.318 -3.368
C 4.116 -1.490 -4.057
C 2.898 -2.125 -3.873
C 1.970 -1.599 -2.991
P -1.647 0.916 -0.792
C -2.930 1.597 -1.930
C -2.655 2.820 -2.540
C -3.576 3.396 -3.395
C -4.789 2.762 -3.642
C -5.061 1.542 -3.047
C -4.135 0.956 -2.194
C -1.688 2.374 0.319
C -0.998 3.571 0.203
C -1.262 4.615 1.079
C -2.224 4.477 2.067
C -2.943 3.293 2.170
C -2.677 2.251 1.299
H 2.655 3.773 -6.732
H 2.695 2.601 -5.396
H 1.973 4.226 -5.156
H -1.293 2.238 -5.071
H -0.072 3.140 -4.159
H 1.340 1.143 -3.966
H 0.375 0.285 -5.155
H -0.413 -0.698 -3.202
H -1.579 0.585 -3.454
H 2.861 0.639 1.248
H 4.295 2.560 1.917
H 4.261 4.633 0.597
H 2.783 4.828 -1.379
H 1.349 2.921 -2.038
H 3.711 1.115 -1.946
H 5.331 0.196 -3.522
H 4.850 -1.908 -4.733
H 2.669 -3.039 -4.403
H 1.027 -2.107 -2.898
H -1.714 3.317 -2.355
H -3.346 4.342 -3.867
H -5.513 3.218 -4.304
H -5.997 1.040 -3.253
H -4.357 -0.004 -1.745
H -0.253 3.699 -0.565
H -0.715 5.545 0.984
H -2.434 5.292 2.748
H -3.708 3.185 2.927
H -3.254 1.332 1.373
N 1.219 -4.606 7.257
C 0.555 -4.067 6.212
C -0.502 -3.156 6.414
C -1.161 -2.590 5.352
C -0.775 -2.915 4.051
C 0.259 -3.830 3.825
C 0.916 -4.396 4.889
S -1.661 -2.349 2.658
O -1.098 -3.073 1.487
O -3.075 -2.425 2.803
N -1.214 -0.859 2.109
C -0.789 0.196 2.878
N 0.026 1.029 2.226
C 0.491 2.059 2.922
C 0.159 2.260 4.254
C -0.663 1.311 4.835
N -1.129 0.265 4.155
H 0.879 -4.474 8.194
H 1.876 -5.350 7.104
H -0.812 -2.926 7.425
H -1.980 -1.904 5.514
H 0.505 -4.128 2.817
H 1.694 -5.129 4.717
H 1.166 2.726 2.399
H 0.540 3.103 4.811
H -0.961 1.366 5.876

Output
HOMO ... -12.06 eV
LUMO level ... -6.39 eV
Energy above the lowest of the compared OMol25 structures with the same formula, charge and spin ... 1.844 eV
Charge ... +2
HOMO-LUMO gap ... 0.2082 Eh

Results of the Löwdin charge analysis, in e, for atoms 1 through 99: Ti 0.926; O 0.173; C -0.416; N -0.034; C -0.426; O 0.166; C -0.174; C 0.048; C 0.004; C -0.009; C -0.112; N 0.031; C -0.163; C 0.057; C 0.017; C -0.005; C -0.149; N -0.037; H 0.138; H 0.129; H 0.127; H 0.103; H 0.140; H 0.131; H 0.132; H 0.103; C -0.401; S 0.825; C -0.518; C -0.238; C -0.249; N -0.398; P 1.034; C -0.373; C -0.112; C -0.066; C -0.050; C -0.049; C -0.113; C -0.318; C -0.073; C -0.048; C -0.039; C -0.033; C -0.108; P 1.058; C -0.339; C -0.100; C -0.046; C -0.047; C -0.055; C -0.074; C -0.370; C -0.091; C -0.055; C -0.061; C -0.058; C -0.118; H 0.035; H 0.023; H 0.033; H 0.066; H 0.064; H 0.083; H 0.119; H 0.090; H 0.096; H 0.090; H 0.115; H 0.117; H 0.118; H 0.096; H 0.099; H 0.117; H 0.119; H 0.125; H 0.078; H 0.097; H 0.121; H 0.118; H 0.114; H 0.077; H 0.081; H 0.116; H 0.115; H 0.116; H 0.101; N 0.152; C -0.291; C -0.001; C -0.053; C -0.301; C -0.068; C -0.006; S 0.714; O -0.360; O -0.220; N -0.193; C -0.506


2.
DFT (ωB97M-V/def2-TZVPD) results for 2 unconnected molecules or ions with the total composition C29H29ClN2O3S.

Element x y z (Å)
C 2.892 4.589 -4.836
C 3.172 3.765 -3.590
C 3.310 4.389 -2.338
C 3.569 3.654 -1.172
C 3.688 4.331 0.159
C 3.682 2.271 -1.286
N 4.026 1.494 -0.143
C 3.210 1.222 0.909
C 1.740 1.393 0.829
C 1.159 1.764 2.110
C -0.164 1.630 2.416
C -0.631 1.586 3.798
C -1.990 1.306 4.108
C -2.467 1.449 5.408
C -1.597 1.727 6.457
C -0.235 1.864 6.202
C 0.251 1.773 4.899
O 1.150 1.180 -0.242
N 3.928 0.490 1.786
C 3.482 0.001 3.085
C 5.220 0.319 1.288
C 5.283 0.917 0.083
C 3.508 1.599 -2.492
C 3.501 0.104 -2.532
C 3.266 2.360 -3.644
H 2.851 3.940 -5.722
H 1.929 5.121 -4.756
H 3.669 5.354 -4.999
H 3.222 5.480 -2.252
H 4.566 3.988 0.729
H 3.794 5.417 -0.005
H 2.790 4.175 0.783
H 1.927 2.069 2.822
H -0.923 1.739 1.626
H -2.642 0.953 3.304
H -3.526 1.291 5.610
H -1.975 1.822 7.469
H 0.466 2.002 7.022
H 1.327 1.812 4.696
H 4.113 -0.849 3.378
H 3.596 0.789 3.848
H 2.433 -0.327 3.037
H 5.974 -0.233 1.829
H 6.094 0.981 -0.621
H 3.312 -0.211 -3.568
H 4.459 -0.327 -2.211
H 2.702 -0.311 -1.896
H 3.140 1.837 -4.600
Cl -0.773 -1.699 1.778
C -2.046 -1.283 0.786
S -2.100 -1.921 -0.797
C -3.458 -3.085 -1.042
C -3.242 -4.435 -0.767
C -4.171 -5.394 -1.188
C -5.348 -4.996 -1.825
C -5.625 -3.636 -1.976
C -4.692 -2.675 -1.558
O -2.457 -0.857 -1.716
O -0.913 -2.736 -0.965
H -3.048 -1.027 1.185
H -2.321 -4.723 -0.272
H -3.955 -6.444 -1.021
H -6.037 -5.737 -2.205
H -6.555 -3.308 -2.432
H -4.887 -1.612 -1.675

Output
HOMO ... -4.92 eV
LUMO level ... -1.66 eV
Charge ... 0
HOMO-LUMO gap ... 0.1200 Eh

Charge distribution, Löwdin scheme, values in e: C -0.048; C -0.236; C 0.007; C -0.192; C -0.027; C -0.157; N 0.061; C -0.091; C -0.313; C -0.056; C 0.018; C -0.203; C -0.008; C -0.071; C -0.080; C -0.082; C -0.027; O 0.139; N -0.022; C 0.015; C 0.005; C 0.022; C -0.192; C -0.017; C 0.021; H 0.077; H 0.089; H 0.085; H 0.126; H 0.086; H 0.088; H 0.089; H 0.092; H 0.147; H 0.119; H 0.110; H 0.105; H 0.103; H 0.091; H 0.106; H 0.104; H 0.110; H 0.136; H 0.144; H 0.090; H 0.078; H 0.100; H 0.125; Cl 0.509; C -0.904; S 0.506; C -0.275; C -0.069; C -0.091; C -0.109; C -0.093; C -0.067; O -0.373; O -0.407; H 0.010; H 0.108; H 0.095; H 0.091; H 0.094; H 0.105


3.
DFT (ωB97M-V/def2-TZVPD) results for 2 unconnected molecules or ions with the total composition C4H8N2O.

Element x y z (Å)
C 1.390 -0.679 1.316
C 0.874 -0.163 0.057
C 1.326 0.843 -0.785
N 0.228 1.402 -1.423
C -0.904 0.812 -0.910
N -0.490 -0.245 -0.228
H 2.420 -0.407 1.504
H 0.876 -0.166 2.146
H 1.331 -1.773 1.465
H 2.279 0.908 -1.285
H 0.376 2.349 -1.741
H -1.882 0.745 -1.350
O -1.988 -1.436 1.383
H -1.246 -0.920 0.708
H -2.297 -2.197 0.885

Output
HOMO ... -9.09 eV
LUMO level ... 0.65 eV
Energy above the lowest of the compared OMol25 structures with the same formula, charge and spin ... 2.352 eV
Charge ... 0
HOMO-LUMO gap ... 0.3580 Eh
Structure (SMILES) ... Cc1c[nH]cn1.O

Charge distribution, Löwdin scheme, values in e: C -0.046; C -0.290; C -0.054; N 0.043; C -0.101; N 0.047; H 0.073; H 0.102; H 0.095; H 0.116; H 0.146; H 0.133; O -0.230; H -0.015; H -0.021


4.
DFT (ωB97M-V/def2-TZVPD) results for a molecular structure, C23H29N5ReSSi.

Element x y z (Å)
Re -0.245 -0.016 0.973
C -5.253 1.156 3.487
C -4.269 2.077 3.154
C -3.301 1.753 2.214
C -3.356 0.512 1.601
C -4.342 -0.414 1.911
C -5.287 -0.087 2.869
N -2.372 0.178 0.599
N -2.841 -0.124 -0.512
C -1.855 -0.471 -1.436
C -2.283 -0.887 -2.683
C -1.333 -1.265 -3.625
C 0.006 -1.240 -3.280
C 0.416 -0.829 -2.009
C -0.494 -0.396 -1.043
H -6.001 1.414 4.224
H -4.262 3.055 3.617
H -2.542 2.472 1.932
H -4.363 -1.371 1.405
H -6.058 -0.801 3.125
H -3.344 -0.925 -2.892
H -1.641 -1.595 -4.607
H 0.752 -1.562 -3.994
H 1.471 -0.884 -1.785
C 5.312 0.926 -0.347
N 4.275 0.123 0.293
C 2.980 0.252 0.064
N 2.549 1.195 -0.755
S 1.962 -0.880 0.931
H 6.277 0.607 0.034
H 5.186 1.982 -0.105
H 5.302 0.787 -1.429
H 4.558 -0.631 0.902
H 3.183 1.864 -1.164
H 1.561 1.320 -0.922
C -0.683 2.642 4.464
Si 0.229 1.301 3.593
C -0.608 -0.397 3.620
C 2.008 1.187 4.085
N 0.074 1.596 1.776
C 0.337 2.815 1.092
C -0.409 3.139 -0.041
C -0.113 4.296 -0.747
C 0.913 5.129 -0.321
C 1.641 4.809 0.819
C 1.358 3.654 1.530
H -0.635 2.474 5.543
H -1.732 2.697 4.178
H -0.203 3.602 4.261
H -0.290 -0.918 4.529
H -0.276 -1.143 2.856
H -1.696 -0.340 3.636
H 2.058 0.752 5.088
H 2.505 2.156 4.138
H 2.570 0.534 3.417
H -1.228 2.502 -0.352
H -0.699 4.556 -1.618
H 1.132 6.036 -0.867
H 2.427 5.468 1.162
H 1.931 3.405 2.414

Output
HOMO (spin up / spin down) ... -14.55 / -14.55 eV
LUMO level (spin up / spin down) ... -7.57 / -7.47 eV
Multiplicity ... 2
Energy above the lowest of the compared OMol25 structures with the same formula, charge and spin ... 0.612 eV
Charge ... +2
HOMO-LUMO gap (spin up / spin down) ... 0.2566 / 0.2600 Eh

Charge distribution, Löwdin scheme, values in e: Re 1.209; C -0.044; C -0.059; C -0.054; C -0.271; C -0.015; C -0.041; N -0.096; N 0.147; C -0.290; C 0.023; C -0.021; C -0.032; C -0.115; C -0.264; H 0.120; H 0.119; H 0.099; H 0.121; H 0.121; H 0.132; H 0.127; H 0.123; H 0.065; C -0.026; N -0.024; C -0.736; N 0.181; S 0.706; H 0.106; H 0.099; H 0.105; H 0.136; H 0.126; H 0.078; C -0.123; Si 0.473; C -0.175; C -0.154; N -0.235; C -0.344; C -0.049; C -0.044; C -0.045; C -0.045; C -0.031; H 0.062; H 0.018; H 0.053; H 0.073; H 0.003; H 0.038; H 0.059; H 0.041; H 0.010; H 0.098; H 0.122; H 0.121; H 0.121; H 0.098